Record 1
Below is 2 unconnected molecules or ions with the total composition C9H16F3O6P, with properties calculated with ωB97M-V/def2-TZVPD.

Summary:
- LUMO level (eV) = -0.367
- E_HOMO (eV) = -7.722
- frontier orbital gap (eV) = 7.35

Geometry (Å):
O  -3.07096  -4.36711  2.06393
C  -4.10243  -3.41891  1.82097
C  -3.60104  -1.98710  2.00489
O  -3.49543  -1.33265  0.73892
C  -3.18817  0.01247  0.85482
O  -1.81468  0.25420  0.64194
C  -1.46678  0.25821  -0.71728
P  0.33668  -0.10825  -0.78859
C  1.24780  1.37222  -1.19367
C  2.49279  1.60521  -0.32641
C  2.51352  2.84949  0.46018
F  2.62213  4.01115  -0.22803
C  2.47573  2.91323  1.79530
F  3.12927  3.81144  2.53119
F  1.79846  2.02040  2.52028
H  -2.42232  -4.28251  1.36343
H  -4.83749  -3.60966  2.58906
H  -4.51506  -3.54712  0.82436
H  -4.29540  -1.47221  2.66201
H  -2.61233  -2.05025  2.45300
H  -3.79037  0.57934  0.14585
H  -3.41195  0.39475  1.84400
H  -1.59185  1.24991  -1.15066
H  -2.03531  -0.44217  -1.32451
H  0.67831  -0.63145  0.45820
H  0.48651  -1.11705  -1.74141
H  1.50538  1.31324  -2.24866
H  0.58107  2.22528  -1.10363
H  2.74379  0.77184  0.31601
H  3.31369  1.67829  -1.04503
C  4.55959  0.35747  -2.99555
O  5.25050  1.38251  -2.84378
O  5.12501  -0.62058  -3.82621
O  3.44376  0.08686  -2.50815
H  5.94754  -0.16049  -4.04677

Here are the Löwdin charges for atoms 1 to 2, given in e:
1 O -0.06
2 C -0.21

***

Record 2
Below is a molecular structure, C3H3CuO3, with properties calculated with ωB97M-V/def2-TZVPD.

Summary:
- charge = +1
- expectation value of S² = 0.7564
- 2S+1 = 2
- relative energy (zero: lowest compared OMol25 entry of this formula, charge and spin) (kcal per mole) = 145.5
- LUMO level (alpha / beta) (eV) = -6.055 / -6.375
- E_HOMO (alpha / beta) (eV) = -14.020 / -14.096
- frontier orbital gap (alpha / beta) (eV) = 7.96 / 7.72

Geometry (Å):
H  1.24393  -2.19128  -0.26471
O  1.07566  -1.25227  -0.09836
C  -0.19978  -0.98682  -0.17759
O  -1.06081  -1.80242  -0.45215
O  -0.47880  0.29786  -0.10107
Cu  -3.27255  -2.17695  -0.54095
H  -0.12999  1.14568  0.96521
C  0.70453  2.33447  0.41478
C  0.66455  1.74788  -0.72008
H  1.45326  2.88384  0.97492

Here are the Löwdin charges for atoms 1 to 2, given in e:
1 H 0.16
2 O 0.21

***

Record 3
Below is a molecular structure, C46H29N9O2Pd, with properties calculated with ωB97M-V/def2-TZVPD.

Summary:
- expectation value of S² = 2.0432
- 2S+1 = 3
- relative energy (zero: lowest compared OMol25 entry of this formula, charge and spin) (kcal per mole) = 3.0
- LUMO level (alpha / beta) (eV) = -0.840 / -2.373
- E_HOMO (alpha / beta) (eV) = -5.749 / -7.417
- frontier orbital gap (alpha / beta) (eV) = 4.91 / 5.04

Geometry (Å):
Pd  0.91571  -1.31001  1.33567
C  3.06811  -6.47359  -2.07990
C  2.48343  -7.21262  -1.04046
C  1.84983  -6.58554  0.01780
C  1.81604  -5.19615  0.01601
C  1.24828  -4.23554  0.93247
N  0.57646  -4.58498  2.05320
C  0.04383  -3.71728  2.85504
C  -0.73172  -4.10327  4.05319
C  -1.04417  -5.33698  4.58299
C  -1.81705  -5.35579  5.74152
C  -2.25618  -4.17473  6.33352
C  -1.93714  -2.93352  5.78811
C  -1.16964  -2.92614  4.64304
C  -0.66025  -1.81583  3.80934
N  -0.90664  -0.56854  4.07495
C  -0.44468  0.44533  3.31114
N  0.32632  0.37150  2.19667
C  0.58419  1.62183  1.73000
N  1.25623  1.97408  0.60975
C  1.74357  1.09706  -0.21862
N  1.75812  -0.26268  -0.12233
C  2.35767  -0.80639  -1.22979
N  2.57143  -2.05168  -1.51271
C  2.16985  -3.06676  -0.71462
N  1.48933  -2.98670  0.45895
C  2.39884  -4.45795  -1.02247
C  3.03243  -5.09046  -2.08605
C  2.74886  0.29882  -2.12799
C  3.32173  0.29801  -3.38153
C  3.50844  1.53270  -3.99826
C  3.13199  2.71644  -3.36869
C  2.55766  2.70486  -2.10005
C  2.37542  1.47744  -1.49997
C  -0.05859  2.57808  2.59948
C  -0.12034  3.96958  2.58758
C  -0.87184  4.59080  3.56908
C  -1.54212  3.84478  4.55202
C  -1.47123  2.46374  4.57672
C  -0.72220  1.83543  3.58754
N  0.06204  -2.35045  2.78348
H  3.55438  -7.00003  -2.89091
H  2.53065  -8.29338  -1.07183
H  1.39477  -7.14751  0.82225
H  -0.69942  -6.24696  4.11098
H  -2.08446  -6.30349  6.19046
H  -2.85718  -4.22522  7.23209
H  -2.27474  -2.00904  6.23650
H  3.48002  -4.51415  -2.88463
H  3.60096  -0.62946  -3.86332
H  3.95098  1.57621  -4.98511
H  3.28689  3.65940  -3.87715
H  2.25261  3.61674  -1.60540
H  0.41777  4.53968  1.84164
H  -0.93976  5.67084  3.58922
H  -2.11901  4.36508  5.30537
H  -1.98001  1.88284  5.33419
C  -4.10690  3.21745  -3.65560
O  -3.32722  3.24617  -2.47222
C  -2.29347  4.11371  -2.42062
C  -2.02765  5.09292  -3.36932
C  -0.92490  5.92680  -3.21479
C  -0.07900  5.79183  -2.12843
C  -0.33403  4.79879  -1.19035
C  -1.42506  3.96311  -1.33169
N  -1.69214  2.96368  -0.36000
C  -1.63273  1.63846  -0.51504
C  -1.26601  0.84341  -1.57523
C  -0.76828  1.27760  -2.85506
C  -0.36477  0.39060  -3.78945
C  -0.42523  -1.01823  -3.51131
C  -0.87182  -1.49288  -2.33094
C  -1.31763  -0.60031  -1.26676
O  -1.68478  -1.04102  -0.17291
H  -4.81562  2.40539  -3.52550
H  -3.48151  3.01762  -4.52883
H  -4.64988  4.15502  -3.79655
H  -2.67504  5.21540  -4.22491
H  -0.73349  6.68838  -3.95953
H  0.77870  6.44061  -2.01437
H  0.32911  4.63673  -0.34982
H  -1.82929  3.28751  0.58597
H  -1.90360  1.08499  0.38010
H  -0.67862  2.33280  -3.06642
H  0.02726  0.73214  -4.73818
H  -0.08226  -1.71359  -4.26955
H  -0.90059  -2.55357  -2.11284

Here are the Löwdin charges for atoms 1 to 2, given in e:
1 Pd 1.06
2 C -0.08

***

Record 4
Below is 8 unconnected molecules or ions with the total composition H16O8, with properties calculated with ωB97M-V/def2-TZVPD.

Summary:
- relative energy (zero: lowest compared OMol25 entry of this formula, charge and spin) (kcal per mole) = 40.7
- LUMO level (eV) = -0.133
- SMILES string = O.O.O.O.O.O.O.O
- E_HOMO (eV) = -11.008
- frontier orbital gap (eV) = 10.87

Geometry (Å):
O  -1.01470  -4.06028  -0.89547
H  -0.59299  -4.55372  -1.60421
H  -0.30010  -3.54443  -0.50277
O  1.27262  -0.08577  -2.83072
H  1.18730  0.54679  -2.09461
H  1.10296  0.43154  -3.62131
O  0.92925  2.24792  -1.31684
H  -0.02213  2.10148  -1.18788
H  1.25492  2.49770  -0.44642
O  1.87668  0.57712  2.69205
H  2.15950  -0.27935  3.02374
H  1.06696  0.39360  2.20075
O  1.17414  -1.83562  -0.60284
H  2.06968  -2.17211  -0.50704
H  1.21470  -1.24068  -1.36731
O  -0.67779  -0.00141  0.68115
H  -1.22722  0.41190  0.00395
H  -0.18812  -0.70504  0.22352
O  -1.78868  2.01556  -0.35846
H  -1.85775  2.51091  0.46491
H  -2.64830  2.10947  -0.78205
O  -1.78537  0.75993  3.29691
H  -1.50917  0.21212  2.54923
H  -1.69639  1.66235  2.98173

Here are the Löwdin charges for atoms 1 to 2, given in e:
1 O -0.07
2 H 0.03

***

Record 5
Below is a molecular structure, C28H29ClN8O8Tl, with properties calculated with ωB97M-V/def2-TZVPD.

Summary:
- charge = -1
- LUMO level (eV) = 1.772
- E_HOMO (eV) = -3.596
- frontier orbital gap (eV) = 5.37

Geometry (Å):
Tl  -0.06819  1.20458  0.29849
C  -3.23721  0.78685  -0.99591
C  -1.95071  -1.26261  0.03387
N  -0.97741  -0.69512  0.95948
C  0.01552  -1.57501  1.60456
C  1.49171  -1.35936  -0.57754
C  2.80057  -1.83477  -1.14701
C  3.46391  -1.16471  -2.08675
C  3.03776  0.14421  -2.47782
C  1.99981  0.70640  -1.80948
C  1.77427  2.20043  -2.04115
N  0.59705  2.77967  -1.40197
C  -0.53530  3.16406  -2.23688
C  -1.63609  2.09600  -2.28228
N  -2.05031  1.66629  -0.94428
N  1.19059  0.04368  -0.94916
H  -4.13759  1.37158  -0.78274
H  -3.33429  0.43697  -2.02631
H  -0.73856  -0.71468  -1.57332
H  -2.21210  -2.28200  0.36804
H  -1.55932  -0.26490  1.70525
H  -0.42066  -2.58064  1.66673
H  0.14619  -1.22176  2.63327
H  3.15489  -2.77745  -0.77520
H  4.37088  -1.56490  -2.51453
H  3.60492  0.70572  -3.20192
H  1.75362  2.38099  -3.12267
H  2.66333  2.69659  -1.63953
H  0.86130  3.55958  -0.80913
H  -0.20732  3.36132  -3.26716
H  -0.95842  4.08547  -1.82977
H  -1.26582  1.21926  -2.82262
H  -2.48114  2.51101  -2.84705
H  -2.27838  2.48206  -0.37593
O  2.65043  4.41878  4.39180
C  3.15096  3.19931  4.40952
O  4.07411  2.91335  5.13659
C  2.55750  2.20764  3.47533
C  2.97547  0.87510  3.36362
Cl  3.93239  0.05667  4.51125
N  2.30998  0.26904  2.32429
N  1.44585  1.18052  1.81940
C  1.56994  2.35786  2.49486
C  0.67016  3.46069  2.12619
O  0.76967  4.57123  2.66751
O  -0.18949  3.22627  1.19653
C  2.50284  -0.97924  1.79964
C  3.75065  -1.58389  2.03322
C  3.96519  -2.92372  1.91474
C  2.87279  -3.74486  1.53028
C  1.73127  -3.20104  1.07914
C  1.44769  -1.70673  0.98036
H  1.88014  4.54232  3.73944
H  4.56540  -0.94657  2.33617
H  4.93675  -3.35024  2.10871
H  2.97965  -4.82150  1.58210
H  0.93188  -3.84628  0.73426
H  0.70292  -2.00816  -0.99901
C  -1.89669  -2.04983  -3.64267
C  -2.37437  -1.75807  -2.26137
N  -1.44440  -1.39504  -1.31191
C  -3.30955  -0.44913  -0.04348
C  -4.21152  -1.42524  -0.74322
N  -3.63225  -1.90157  -1.90522
C  -5.49394  -2.01577  -0.53376
O  -6.21430  -1.74151  0.54989
O  -5.92841  -2.78889  -1.40044
C  -3.67200  0.16787  1.36376
O  -4.76289  -0.08001  1.87675
O  -2.76969  0.90155  1.82273
H  -1.10208  -1.36014  -3.91966
H  -2.70857  -1.94541  -4.35544
H  -1.49855  -3.06144  -3.71378
H  -4.31335  -2.46916  -2.42309
H  -5.72907  -1.09960  1.15338

Here are the Löwdin charges for atoms 1 to 2, given in e:
1 Tl 1.07
2 C -0.10

***

Record 6
Below is 2 unconnected molecules or ions with the total composition C4H5ClN, with properties calculated with ωB97M-V/def2-TZVPD.

Summary:
- charge = -1
- relative energy (zero: lowest compared OMol25 entry of this formula, charge and spin) (kcal per mole) = 3.9
- LUMO level (eV) = 3.793
- E_HOMO (eV) = -4.101
- frontier orbital gap (eV) = 7.89

Geometry (Å):
Cl  23.72610  -11.69040  -1.92353
N  21.47983  -10.49296  0.41310
C  20.29978  -11.09822  -0.09327
C  19.25254  -10.79238  0.81968
C  19.83904  -10.04619  1.88263
C  21.18571  -9.84174  1.58513
H  22.40140  -10.64275  0.02791
H  20.38177  -11.68076  -0.99899
H  18.21869  -11.10084  0.77067
H  19.29972  -9.65711  2.73361
H  21.96509  -9.25293  2.04586

Here are the Löwdin charges for atoms 1 to 2, given in e:
1 Cl -0.78
2 N 0.01